Record 1
20
Properties=species:S:1:pos:R:3 method="wB97M-V/def2-TZVPD" total_charge=+1 e_tot_ha=-725.53800 homo_lumo_gap_ev=8.6
C 2.608 0.875 2.093
S 1.257 -0.401 1.475
C 0.959 0.690 -0.106
C 0.294 -0.410 -0.924
C -1.208 -0.737 -0.404
N -2.044 -1.140 -1.598
C -1.935 0.220 0.517
O -3.105 0.402 0.642
H 2.949 0.541 3.071
H 2.203 1.851 2.250
H 3.446 1.029 1.347
H 0.237 1.653 -0.176
H 1.939 1.021 -0.633
H 0.271 -0.119 -1.946
H 0.934 -1.412 -0.877
H -1.003 -1.649 0.156
H -2.961 -0.555 -1.595
H -2.055 -2.107 -1.684
H -1.581 -0.765 -2.561
H -1.205 1.011 0.952

---

Record 2
20
Properties=species:S:1:pos:R:3 method="wB97M-V/def2-TZVPD" total_charge=+1 e_tot_ha=-1048.37009 homo_lumo_gap_ev="6.4 / 6.5" multiplicity=3
C 0.070 -0.162 -0.303
C -1.352 -0.211 -0.172
C 0.901 -1.352 0.197
C -2.107 -1.433 0.428
C 1.642 1.835 -0.659
N 0.616 1.155 0.154
S -0.725 -0.066 -1.945
S -2.164 1.368 0.419
H 0.530 -1.780 1.128
H 2.005 -0.989 0.514
H 1.042 -2.094 -0.579
H -1.598 -1.636 1.460
H -1.932 -2.225 -0.190
H -3.250 -1.229 0.535
H 1.196 1.809 -1.686
H 1.877 2.856 -0.396
H 2.572 1.220 -0.811
H -0.299 1.641 0.223
H 0.846 0.996 1.215
H -2.093 2.161 -0.701

---

Relative energy (zero: lowest compared OMol25 entry of this formula, charge and spin) values, unit kcal/mol, following the record order: 50.5; 32.3.